Below is 40 unconnected molecules or ions with the total composition H80O40 at a distorted geometry, with properties calculated with ωB97M-V/def2-TZVPD.

Maximum force: 4.59 eV Å⁻¹
Frontier orbital gap: 0.3282 Eh
HOMO: -9.68 eV
Relative energy (zero: lowest compared OMol25 entry of this formula, charge and spin): 916.9 kJ/mol

Geometry (Å):
H (1.2123, -4.2095, 1.8494)
H (1.6837, -5.5875, 2.1095)
O (0.8992, -5.1921, 1.7758)
H (1.9507, 4.1608, -2.0866)
H (2.8671, 3.2158, -1.4101)
O (1.9209, 3.2669, -1.6445)
H (1.3998, 1.3131, -2.9776)
H (1.9453, -0.1722, -3.5217)
O (1.5582, 0.3856, -2.7891)
H (-0.9558, 3.5964, 0.2900)
H (0.3236, 2.9069, 0.3692)
O (-0.5752, 2.8113, -0.0877)
H (-0.2543, -2.3565, -2.8082)
H (-0.1872, -0.6284, -2.8624)
O (-0.5557, -1.4064, -3.2062)
H (6.5843, -0.5103, 0.4386)
O (6.4103, 0.2029, -0.1937)
H (-2.0737, 1.3672, 5.1918)
O (-1.5584, 0.8622, 4.5711)
H (-3.2688, -4.5920, -0.0485)
H (-2.2434, -3.7618, -0.5261)
O (-2.3151, -4.7100, -0.2216)
H (1.1574, 3.9169, 4.5218)
H (0.0282, 3.8401, 5.0136)
O (0.4914, 4.6643, 4.6856)
H (-4.4661, 1.7260, -3.3613)
H (-3.2481, 0.7762, -3.5443)
O (-3.7091, 1.3840, -2.8991)
H (-5.3005, 1.1779, 2.0936)
H (-5.1579, -0.2397, 2.8231)
O (-4.7864, 0.6830, 2.7311)
H (-0.6843, 1.6819, -5.8309)
O (-0.6701, 0.7106, -6.0363)
H (1.4157, -4.5439, -2.3093)
H (0.9297, -3.4974, -1.5946)
O (1.2803, -3.5938, -2.4772)
H (1.3998, -1.2593, 2.2709)
H (0.9286, -1.9733, 1.0507)
O (1.3064, -2.1421, 1.8940)
H (-0.6177, -5.5906, -0.1218)
H (0.4471, -6.6743, -0.4535)
O (-0.2617, -6.0966, -0.8599)
H (-2.8797, 4.2683, 1.8314)
H (-4.4096, 4.5443, 1.3435)
O (-3.4908, 4.7028, 1.2832)
H (4.6006, 0.3835, 2.1836)
H (5.2463, 0.9240, 0.8934)
O (4.8361, 1.1809, 1.7509)
H (5.1044, 2.9380, -0.4492)
H (5.8048, 3.4239, -1.6084)
O (5.0629, 3.6722, -1.0862)
H (1.3551, 1.3308, 3.4095)
O (0.8777, 1.9474, 3.9824)
H (-1.0412, -4.9698, 3.6591)
H (-0.2846, -4.1449, 4.7355)
O (-1.1498, -4.6283, 4.5447)
H (2.4720, -1.6472, 4.4347)
O (1.6090, -1.2583, 4.3440)
H (3.2903, -4.4969, 3.0692)
H (2.4315, -3.1358, 2.7266)
O (3.0554, -3.6195, 3.2561)
H (-3.7080, 1.6162, 1.2302)
H (-2.6964, 2.3203, 0.3639)
O (-2.7962, 1.8435, 1.1814)
H (-1.8844, -2.0745, -0.2177)
H (-1.8865, -1.6128, -1.7006)
O (-2.2660, -2.3054, -1.0821)
H (2.7874, 0.3273, -6.2029)
H (3.6201, 0.8199, -4.9193)
O (2.9390, 0.1907, -5.2265)
H (-1.6483, -4.8280, -2.4886)
H (-1.5482, -4.3299, -3.8159)
O (-2.2873, -4.5531, -3.1626)
H (0.7896, 2.5094, 2.2952)
H (1.6692, 3.5732, 1.8536)
O (1.4348, 2.7001, 1.4937)
H (4.7575, 4.0514, 2.8074)
H (3.7319, 3.3703, 1.9307)
O (4.0020, 4.2442, 2.1952)
H (1.7261, 5.9867, 1.0705)
H (2.3847, 5.4015, 2.3525)
O (1.5507, 5.7359, 1.9727)
H (-5.5566, 2.2014, 0.0898)
H (-4.5637, 3.4449, 0.3279)
O (-5.4100, 3.0384, 0.5914)
H (-1.6489, -1.4996, 5.9331)
H (-0.7234, -0.3520, 5.5408)
O (-0.7338, -1.1362, 6.0686)
H (-1.8595, 3.9735, -4.2780)
O (-1.6608, 4.9058, -4.0845)
H (0.5337, 3.2197, -2.8420)
H (-0.5978, 2.4932, -1.9800)
O (-0.3326, 2.6026, -2.9040)
H (-0.0111, 1.6058, 4.2104)
H (7.1208, 0.7779, 0.0731)
H (0.9606, -1.6280, 4.9141)
H (-2.1069, 0.1819, 4.0568)
H (0.2020, 0.5547, -5.5388)
H (-0.7846, 4.7359, -3.6801)
O (-4.5239, -3.0734, -4.0855)
H (-4.1895, -3.8145, -3.5170)
H (-3.8648, -2.4300, -3.7981)
O (1.0719, -0.7042, -0.6014)
H (0.1993, -0.3446, -0.5016)
H (1.7196, -0.1994, -1.0341)
O (-4.9010, -2.3990, 0.9924)
H (-5.2245, -3.2388, 0.6604)
H (-4.0424, -2.1764, 0.6892)
O (4.9786, -2.0258, 3.4269)
H (4.9746, -1.7844, 4.3334)
H (4.1809, -2.5454, 3.1900)
O (-2.5981, -0.4995, -4.9766)
H (-2.0626, 0.1451, -5.4772)
H (-2.2462, -0.5195, -4.0574)
O (-0.5510, -3.2689, -4.8981)
H (0.1991, -2.8323, -4.5383)
H (-0.8946, -2.5162, -5.4076)
O (-1.2089, 0.5612, -1.0544)
H (-1.6328, 1.1066, -0.3721)
H (-0.6239, 1.1248, -1.5142)

Forces on atoms 1 to 2 (eV/Å):
-1.5 -2.3 -0.4
0.8 -1.2 0.4